[1]
DFT (ωB97M-V with the def2-TZVPD basis set) results for a molecular structure, C47H70Br3NOP3S at a distorted geometry.

The geometry in ORCA input format:
```
! wB97M-V def2-TZVPD RIJCOSX def2/J DEFGRID3
* xyz -1 1
C 1.50551 0.72913 -4.83362
C 2.87210 -0.09425 -5.31705
C 3.47805 -1.01916 -4.07059
C 4.86470 -0.27096 -3.57160
C 5.45595 -0.84466 -2.15122
C 5.82684 0.41515 -1.12086
C 4.49440 0.64710 -0.18761
C 4.48598 2.06194 0.65496
C 5.99332 2.47728 1.25114
C 5.89002 3.57362 2.45870
C 5.67709 2.97270 3.96438
C 6.67632 1.78160 4.42422
C 6.39525 0.27997 3.92668
C 4.84430 -0.14786 3.59286
C 4.42444 -1.29095 4.66243
P 2.53627 -1.59669 4.93311
Br 2.04269 -1.16466 2.70822
Br 2.88436 -2.00620 7.18923
N 2.84072 -3.27793 4.66626
C 1.80884 -4.30420 4.64108
C 0.96931 -4.49820 3.20369
P 2.18868 0.48808 5.52351
S 3.59702 1.26723 6.61566
P 0.34148 -1.79504 5.19920
O -0.07516 -1.65053 6.91972
Br -0.73224 -0.12770 4.00244
H 1.55228 0.96373 -3.67671
H 1.51236 1.76286 -5.40733
H 0.52235 0.13692 -5.09648
H 2.69714 -0.70486 -6.30063
H 3.67458 0.74101 -5.54710
H 2.62648 -1.02098 -3.24629
H 3.64149 -2.10206 -4.48655
H 4.60006 0.85866 -3.40909
H 5.63495 -0.36958 -4.46736
H 4.60738 -1.53096 -1.67051
H 6.39277 -1.54383 -2.33979
H 6.78647 0.09508 -0.51739
H 6.04624 1.35397 -1.79492
H 4.32431 -0.30987 0.46422
H 3.56775 0.69954 -0.93591
H 3.64486 2.14385 1.46818
H 4.23638 2.90793 -0.14999
H 6.51314 3.04553 0.33779
H 6.67146 1.54865 1.46404
H 4.92204 4.23319 2.22514
H 6.79239 4.33850 2.42344
H 5.89918 3.88876 4.70072
H 4.51526 2.75728 4.13733
H 6.75254 1.77853 5.61581
H 7.77383 2.08614 4.06455
H 6.79195 -0.46427 4.77245
H 7.09060 0.04737 2.98558
H 4.91633 -0.69013 2.52903
H 4.11487 0.74351 3.43666
H 4.92172 -1.13936 5.73787
H 4.91462 -2.30507 4.26298
H 3.56876 -3.59131 5.37832
H 1.11218 -4.45124 5.59282
H 2.41904 -5.34197 4.66107
H 0.18586 -5.37019 3.40026
H 1.67479 -4.88120 2.33339
H 0.34345 -3.55453 2.91209
H 2.05316 1.31998 4.33388
H 0.94293 0.66921 6.28214
H -0.16326 -2.63172 7.19058
C -4.21905 -2.35201 3.01180
C -4.08741 -1.21345 3.80624
C -5.22329 -0.54288 4.25894
C -6.49217 -1.01715 3.92499
C -6.62376 -2.15792 3.13365
C -5.48777 -2.82312 2.67323
H -3.33355 -2.87238 2.65634
H -3.09868 -0.84793 4.07212
H -5.12034 0.34810 4.87235
H -7.37750 -0.49753 4.28176
H -7.61268 -2.52831 2.87485
H -5.59064 -3.70861 2.05218
C -5.92564 -6.07344 -2.80698
C -5.53209 -4.80709 -3.23855
C -4.95868 -3.90963 -2.33822
C -4.76961 -4.28259 -1.00718
C -5.15975 -5.55035 -0.57653
C -5.74169 -6.44445 -1.47479
H -6.37562 -6.77136 -3.50817
H -5.67316 -4.51904 -4.27730
H -4.65830 -2.92058 -2.67327
H -4.31828 -3.58510 -0.30652
H -5.01084 -5.84141 0.46042
H -6.05055 -7.43001 -1.13767
C -4.93168 3.70160 3.84212
C -4.80005 4.84015 4.63656
C -5.93592 5.51073 5.08926
C -7.20480 5.03645 4.75531
C -7.33639 3.89569 3.96397
C -6.20041 3.23049 3.50355
H -4.04619 3.18123 3.48666
H -3.81132 5.20568 4.90243
H -5.83297 6.40170 5.70267
H -8.09014 5.55608 5.11208
H -8.32532 3.52529 3.70517
H -6.30328 2.34499 2.88250
C -0.58383 4.11727 -8.08076
C -0.64479 3.08935 -7.14032
C -1.04055 3.36315 -5.83142
C -1.38518 4.66455 -5.46520
C -1.32781 5.69178 -6.40668
C -0.92310 5.41959 -7.71322
H -0.27207 3.90410 -9.09988
H -0.38284 2.07408 -7.42754
H -1.08149 2.56320 -5.09718
H -1.69833 4.87724 -4.44647
H -1.59799 6.70561 -6.12152
H -0.87322 6.22110 -8.44499
C -3.82864 -1.85342 -8.56576
C -3.43510 -0.58707 -8.99732
C -2.86169 0.31039 -8.09699
C -2.67262 -0.06257 -6.76595
C -3.06275 -1.33033 -6.33530
C -3.64470 -2.22443 -7.23356
H -4.27862 -2.55134 -9.26694
H -3.57616 -0.29902 -10.03608
H -2.56131 1.29945 -8.43204
H -2.22129 0.63493 -6.06530
H -2.91384 -1.62139 -5.29836
H -3.95356 -3.20999 -6.89644
*
```

Output
E (hartree): -11106.966099
LUMO level (eV): 1.91

---

[2]
DFT (ωB97M-V with the def2-TZVPD basis set) results for 4 unconnected molecules or ions with the total composition C47H75F4N3O10S at a distorted geometry.

The geometry in ORCA input format:
```
! wB97M-V def2-TZVPD RIJCOSX def2/J DEFGRID3
* xyz 0 1
C -1.28250 2.48793 -5.97454
O -0.77143 3.62354 -5.30222
C 0.39263 4.13598 -5.90136
C 1.24809 4.78056 -4.77897
C 0.45712 5.95424 -4.18083
C 1.07427 6.56507 -2.87734
C 1.83723 5.57199 -1.99436
C 3.27319 5.69068 -2.01572
N 3.92799 6.73355 -2.81098
C 3.93315 7.76464 -2.14739
S 3.70219 9.08755 -1.35173
C 4.02519 4.85458 -1.27923
C 3.44612 3.82327 -0.49927
N 4.32371 3.01303 0.17776
C 3.66271 2.07398 0.81949
C 4.52743 1.09032 1.61569
C 5.17812 1.76717 2.86422
C 4.53463 1.43145 4.22376
C 4.41574 -0.09632 4.52146
C 3.19269 2.20236 4.46110
C 2.23556 1.92087 0.85789
C 1.54049 0.82038 1.65024
C 1.07226 -0.27937 0.70385
C 1.87788 -0.69144 -0.35381
C 1.49403 -1.66760 -1.22976
C 0.25759 -2.28344 -1.11924
C -0.54580 -1.88540 -0.06964
C -0.16434 -0.89798 0.81817
C -1.15829 -0.53283 1.91555
N 1.44366 2.74728 0.23051
C 2.06460 3.72411 -0.48766
C 1.22323 4.62254 -1.22841
C -0.27649 4.41745 -1.08158
F -1.05026 5.37242 -1.64667
F -0.67062 4.35292 0.21995
C -0.69912 3.04086 -1.74370
F -1.79952 3.20001 -2.51980
F 0.27479 2.53882 -2.54511
H -1.75832 2.81814 -6.91304
H -2.08010 2.08120 -5.33833
H -0.53893 1.69216 -6.12383
H 0.18963 4.89255 -6.68194
H 1.02007 3.35041 -6.35862
H 2.19572 5.12451 -5.22184
H 1.46466 3.97691 -4.06789
H -0.59811 5.73448 -3.99999
H 0.48731 6.75989 -4.93204
H 1.71496 7.39215 -3.19640
H 0.29978 7.02853 -2.25600
H 5.10923 4.96100 -1.32110
H 4.01563 0.14702 1.81630
H 5.35524 0.84409 0.93208
H 5.08054 2.85391 2.71567
H 6.25942 1.57585 2.84046
H 5.21706 1.83234 4.98919
H 5.11434 -0.34867 5.33103
H 3.41878 -0.34203 4.90789
H 4.68714 -0.68188 3.63741
H 3.22174 3.12197 3.85721
H 3.20097 2.55745 5.50013
H 2.30909 1.59806 4.24530
H 2.14054 0.44967 2.48355
H 0.63173 1.27917 2.06127
H 2.86118 -0.23301 -0.47302
H 2.13910 -1.99655 -2.04466
H -0.06921 -3.04753 -1.81977
H -1.50537 -2.39518 0.02810
H -0.94229 -1.10088 2.83219
H -2.14472 -0.89511 1.59144
H -1.27413 0.54138 2.09066
H -0.93912 2.30982 -0.96340
C -5.20969 -3.68671 6.44691
O -4.97991 -2.29428 6.37857
C -3.69448 -1.92726 5.91074
C -3.74963 -0.87111 4.81931
O -4.35825 -1.26080 3.59432
C -5.75098 -1.54909 3.59450
C -6.68301 -0.39160 3.90798
O -6.56565 0.05041 5.24973
C -6.43418 1.44864 5.40361
H -4.92583 -4.06910 7.43256
H -6.27703 -3.86058 6.30241
H -4.67076 -4.23337 5.66777
H -3.14163 -2.79809 5.54213
H -3.14182 -1.51067 6.76214
H -2.71493 -0.62715 4.56010
H -4.18565 0.05919 5.18347
H -5.96280 -2.41214 4.22689
H -5.97443 -1.87073 2.57256
H -7.71523 -0.73523 3.76718
H -6.49540 0.42504 3.20313
H -5.88554 1.90425 4.57397
H -5.87519 1.63523 6.32155
H -7.42067 1.91437 5.49413
C -8.84210 -3.66103 1.71355
O -7.80712 -3.63769 0.75139
C -6.76374 -4.56928 0.98023
C -6.42301 -5.37189 -0.26411
O -7.43132 -6.24592 -0.74900
C -8.63099 -5.69176 -1.27125
C -8.49696 -4.86257 -2.53675
O -7.79029 -3.65340 -2.31822
C -6.76670 -3.38666 -3.25450
H -8.62052 -2.95984 2.52532
H -9.76487 -3.34463 1.22530
H -9.00353 -4.66220 2.12271
H -7.01125 -5.25547 1.79724
H -5.87488 -3.99744 1.27563
H -5.58465 -6.02307 0.00029
H -6.05391 -4.72757 -1.06269
H -9.17369 -5.14715 -0.49792
H -9.25610 -6.55372 -1.52072
H -9.50395 -4.59530 -2.87962
H -8.01994 -5.46621 -3.31605
H -6.28686 -4.30271 -3.61173
H -6.00817 -2.77837 -2.76003
H -7.16714 -2.82388 -4.10377
C 7.98520 -4.48320 -1.23416
O 8.20834 -3.08947 -1.29948
C 9.46260 -2.71370 -1.84089
C 9.33788 -1.64471 -2.91363
O 8.66079 -2.01963 -4.10428
C 7.27193 -2.31199 -4.04440
C 6.35404 -1.15855 -3.67888
O 6.53243 -0.73077 -2.33959
C 6.67056 0.66623 -2.17553
H 8.32960 -4.87681 -0.27240
H 6.91136 -4.65775 -1.31506
H 8.47608 -5.01910 -2.05131
H 9.99326 -3.57830 -2.25341
H 10.06647 -2.30621 -1.02050
H 10.35475 -1.39693 -3.23172
H 8.92367 -0.72129 -2.50760
H 7.08691 -3.17998 -3.41054
H 7.00373 -2.62272 -5.05812
H 5.31659 -1.50153 -3.77744
H 6.50939 -0.33452 -4.38315
H 7.18013 1.13387 -3.02311
H 7.27082 0.84361 -1.28176
H 5.68632 1.12498 -2.03231
*
```

Output
SMILES string: COCCCCc1c(N=C=S)cc2nc(CCC(C)C)c(Cc3ccccc3C)nc2c1C(F)(F)C(F)F.COCCOCCOC.COCCOCCOC.COCCOCCOC
E (hartree): -3549.952648
LUMO level (eV): -0.36